Arrangement A

Molecular formula: C7H12N2O
Method: DFT, ωB97M-V/def2-TZVPD

Structure (XYZ):
```
22
Properties=species:S:1:pos:R:3
C 0.76 -1.21 -0.94
O 1.45 2.02 1.45
C 2.04 -1.55 -0.18
C 0.74 1.16 -0.21
N -1.29 0.15 -1.15
C -2.46 0.38 -0.29
H -2.71 -0.44 1.83
C -0.11 -0.08 -0.33
H 2.77 -0.73 -0.23
H -1.14 0.88 -1.84
H -3.35 -0.14 -0.69
H -0.12 -0.82 1.85
H 0.67 1.80 1.97
H -2.73 1.44 -0.18
H 1.63 2.82 0.39
H 0.10 -2.09 -0.99
C -0.71 -0.42 1.03
H 1.00 -0.92 -1.97
H 2.50 -2.44 -0.61
H 1.84 -1.77 0.88
C -2.02 -0.19 1.02
N 1.14 2.14 -0.82
```

Properties
- net charge = 0
- lowest unoccupied orbital energy (eV) = 0.777
- highest occupied orbital energy (eV) = -9.01
- orbital gap (Eh) = 0.360

Partial atomic charges computed with the Löwdin method, in multiples of e: -0.19 -0.23 -0.09 -0.15 0.02 -0.19 0.11 -0.47 0.08 0.12 0.11 0.12 0.01 0.12 0.22 0.12 -0.03 0.12 0.08 0.07 -0.05 0.10

=====

Arrangement B

Molecular formula: C7H12N2O
Method: DFT, ωB97M-V/def2-TZVPD

Structure (XYZ):
```
22
Properties=species:S:1:pos:R:3
H -0.44 -1.69 1.88
H 0.77 2.81 -1.40
H -1.65 1.12 -0.17
H -0.83 0.35 -2.05
H -2.13 -0.96 -1.47
N 1.79 -0.36 0.87
N 2.90 0.40 0.69
C 2.50 1.38 -0.15
H 3.09 2.25 -0.24
C -0.77 -1.87 0.81
H 1.76 -1.09 1.58
H -2.60 0.30 0.98
C -0.64 -0.54 0.13
O 0.36 1.99 -1.38
C -1.02 -0.67 -1.44
H -1.24 1.09 1.58
H 0.10 -2.49 0.60
H -0.45 -1.47 -1.91
H -1.80 -2.32 0.69
C 0.69 0.02 0.22
C -1.56 0.56 0.67
C 1.17 1.21 -0.49
```

Properties
- net charge = 0
- SMILES = CC(C)(C)c1[nH]ncc1O
- lowest unoccupied orbital energy (eV) = 0.740
- highest occupied orbital energy (eV) = -8.21
- orbital gap (Eh) = 0.329

Partial atomic charges computed with the Löwdin method, in multiples of e: 0.10 0.05 0.02 0.12 0.10 0.01 0.03 -0.11 0.10 -0.06 0.16 0.10 -0.55 0.01 -0.03 0.10 0.07 0.07 0.11 -0.19 -0.04 -0.19

=====

Arrangement C

Molecular formula: C7H12N2O
Method: DFT, ωB97M-V/def2-TZVPD

Structure (XYZ):
```
22
Properties=species:S:1:pos:R:3
C -2.73 -0.10 -0.01
C 1.77 0.82 -1.12
N -0.64 -1.26 -0.05
N -0.07 -0.16 0.01
C -4.16 0.31 0.11
O -2.01 -1.22 -0.01
H -4.84 0.11 -0.70
H -4.63 0.30 1.09
H 3.07 -1.46 -0.23
H 2.85 0.92 -1.15
C -2.95 1.18 -0.13
H -2.60 2.17 -0.25
H 1.67 -1.93 -1.20
H 1.52 -0.28 2.15
C 1.80 0.40 1.35
H 1.32 1.36 1.53
C 1.99 -1.54 -0.24
C 1.37 -0.16 -0.01
H 2.88 0.54 1.37
H 1.67 -2.23 0.53
H 1.32 1.79 -0.95
H 1.43 0.44 -2.09
```

Properties
- net charge = 0
- SMILES = CC(C)(C)/N=N/OC1=CC1
- lowest unoccupied orbital energy (eV) = 0.874
- highest occupied orbital energy (eV) = -8.82
- orbital gap (Eh) = 0.356

Partial atomic charges computed with the Löwdin method, in multiples of e: -0.30 -0.04 0.07 0.09 -0.09 0.01 0.08 0.08 0.08 0.08 0.02 0.08 0.08 0.08 -0.04 0.08 -0.06 -0.64 0.08 0.08 0.08 0.08

=====

arrangement B comes first in stability; the runner-up is 0.0812 hartree higher.

=====

Arrangement A

Molecular formula: C7H12N2O
Method: DFT, ωB97M-V/def2-TZVPD

Structure (XYZ):
```
22
Properties=species:S:1:pos:R:3
N -1.61 0.37 -0.86
C -2.88 -0.01 -0.38
H 2.77 -0.62 1.68
H -4.32 0.31 1.23
O 0.18 2.90 -0.37
H -3.16 -1.02 -0.67
N 1.69 1.06 0.04
C -3.25 0.24 1.06
H 2.03 -1.71 -1.63
H 3.32 -1.78 0.42
H 0.85 -1.96 -0.43
C 1.29 -1.17 -0.99
H -3.66 0.57 -1.03
C -0.58 0.76 -0.41
H 4.10 -0.21 0.44
H -2.69 -0.48 1.72
C 3.11 -0.74 0.63
H 2.50 1.62 0.30
C 2.05 -0.19 -0.20
H -2.66 1.22 1.32
H 0.51 -0.81 -1.70
C 0.39 1.64 -0.17
```

Properties
- net charge = 0
- lowest unoccupied orbital energy (alpha / beta) (eV) = 0.629 / -0.244
- highest occupied orbital energy (alpha / beta) (eV) = -6.83 / -6.12
- orbital gap (alpha / beta) (Eh) = 0.274 / 0.216

Partial atomic charges computed with the Löwdin method, in multiples of e: 0.11 -0.31 0.10 0.07 -0.06 0.11 0.13 -0.11 0.10 0.08 0.07 -0.06 0.15 -0.04 0.11 0.08 -0.06 0.17 -0.38 0.11 0.09 -0.46

=====

Arrangement B

Molecular formula: C7H12N2O
Method: DFT, ωB97M-V/def2-TZVPD

Structure (XYZ):
```
22
Properties=species:S:1:pos:R:3
O 0.89 -0.74 -1.47
H 3.13 1.35 0.02
C 1.76 -0.18 -0.57
H 2.18 1.62 -1.50
H 2.78 -0.72 1.18
H -2.05 -1.97 -0.93
C -2.08 -1.70 0.08
H -2.19 0.87 -1.67
C -0.96 0.03 1.32
H 1.94 -2.07 0.52
H -1.03 2.78 -0.32
H -3.11 -1.71 0.61
C 1.90 -0.93 0.73
C -1.72 0.73 -0.70
N -1.58 -0.34 0.17
C -1.15 1.80 -0.11
C 2.43 0.97 -0.64
H -1.41 -2.26 0.60
H -0.18 1.93 1.82
H 1.02 -0.69 1.49
N -0.75 1.39 1.13
H 0.19 -0.17 -1.78
```

Properties
- net charge = 0
- lowest unoccupied orbital energy (eV) = 0.832
- highest occupied orbital energy (eV) = -8.40
- orbital gap (Eh) = 0.339

Partial atomic charges computed with the Löwdin method, in multiples of e: 0.01 0.03 -0.46 0.07 0.02 0.07 -0.02 0.12 -0.08 0.11 0.08 0.13 -0.07 -0.11 -0.18 -0.12 0.04 0.04 0.16 0.07 0.01 0.07

=====

arrangement B comes first in stability; the runner-up is 0.0444 hartree higher.

=====

Arrangement A

Molecular formula: C3H3N3O2
Method: DFT, ωB97M-V/def2-TZVPD

Structure (XYZ):
```
11
Properties=species:S:1:pos:R:3
N 1.24 -0.98 -1.86
N 1.63 -0.86 -0.71
H -1.63 0.73 0.72
C 0.68 -0.28 0.10
O -0.03 0.73 2.07
C 0.87 0.15 1.46
H 1.81 -0.10 1.95
H -2.39 0.61 -0.85
C -0.42 -0.04 -0.69
N -1.58 0.50 -0.27
O -0.18 -0.46 -1.93
```

Properties
- net charge = 0
- SMILES = Nc1onnc1C=O
- lowest unoccupied orbital energy (eV) = 0.521
- highest occupied orbital energy (eV) = -9.48
- orbital gap (Eh) = 0.367

Partial atomic charges computed with the Löwdin method, in multiples of e: 0.09 0.06 0.10 -0.21 0.00 -0.20 0.12 0.12 -0.34 0.20 0.04

=====

Arrangement B

Molecular formula: C3H3N3O2
Method: DFT, ωB97M-V/def2-TZVPD

Structure (XYZ):
```
11
Properties=species:S:1:pos:R:3
C 1.77 -0.49 -0.02
N -1.65 -0.80 -0.37
H -2.66 -0.55 0.61
C -0.40 -0.13 -0.09
N 0.52 -1.08 0.33
O 2.85 -1.09 -0.27
N 0.92 1.90 0.13
O 1.94 0.87 -0.05
H -1.81 -1.88 0.40
H -1.17 1.90 -0.47
C -0.30 1.34 -0.19
```

Properties
- net charge = 0
- lowest unoccupied orbital energy (eV) = -1.937
- highest occupied orbital energy (eV) = -10.37
- orbital gap (Eh) = 0.310

Partial atomic charges computed with the Löwdin method, in multiples of e: -0.50 -0.02 0.22 -0.38 0.19 0.05 0.17 -0.02 0.21 0.11 -0.02

=====

Arrangement C

Molecular formula: C3H3N3O2
Method: DFT, ωB97M-V/def2-TZVPD

Structure (XYZ):
```
11
Properties=species:S:1:pos:R:3
C -3.37 -0.33 0.00
H 3.69 -1.68 0.50
N 1.91 -0.79 0.18
O 0.09 0.89 0.12
C 1.41 0.38 -0.12
C -2.04 0.53 0.00
H 2.21 1.23 -0.41
N -0.88 -0.06 0.07
H -2.11 1.60 -0.05
O 3.33 -0.67 -0.19
N -4.24 -1.11 -0.11
```

Properties
- net charge = 0
- lowest unoccupied orbital energy (eV) = -0.339
- highest occupied orbital energy (eV) = -10.05
- orbital gap (Eh) = 0.357

Partial atomic charges computed with the Löwdin method, in multiples of e: -0.13 0.27 -0.02 -0.11 -0.16 -0.08 0.18 0.05 0.10 -0.22 0.12

=====

arrangement A comes first in stability; the runner-up is 0.1894 hartree higher.

=====

Arrangement A

Molecular formula: C3H2N4
Method: DFT, ωB97M-V/def2-TZVPD

Structure (XYZ):
```
9
Properties=species:S:1:pos:R:3
H -2.24 1.47 0.19
N 1.63 0.37 0.01
C -0.20 0.78 0.05
C 2.17 -0.87 -0.02
N 3.49 -0.64 -0.03
C -1.23 1.33 -0.06
H 1.55 -1.73 -0.01
N 2.55 1.28 -0.01
N 3.63 0.67 0.02
```

Properties
- net charge = 0
- lowest unoccupied orbital energy (eV) = -1.183
- highest occupied orbital energy (eV) = -10.85
- orbital gap (Eh) = 0.355

Partial atomic charges computed with the Löwdin method, in multiples of e: 0.03 -0.04 0.08 -0.15 0.02 0.05 0.10 -0.02 -0.07

=====

Arrangement B

Molecular formula: C3H2N4
Method: DFT, ωB97M-V/def2-TZVPD

Structure (XYZ):
```
9
Properties=species:S:1:pos:R:3
H 0.87 1.36 -0.67
N -1.55 1.89 -0.71
N -0.53 0.35 0.83
C -1.00 1.40 0.17
H 1.33 -1.65 -0.95
N 0.14 -1.71 0.54
C 0.79 -0.89 -0.38
C 0.59 0.43 -0.18
N -0.65 -1.17 1.34
```

Properties
- net charge = 0
- lowest unoccupied orbital energy (alpha / beta) (eV) = -0.607 / -0.606
- highest occupied orbital energy (alpha / beta) (eV) = -10.26 / -10.26
- orbital gap (alpha / beta) (Eh) = 0.355 / 0.355

Partial atomic charges computed with the Löwdin method, in multiples of e: 0.13 0.17 0.01 -0.41 0.11 -0.03 -0.12 -0.02 0.16

=====

arrangement B comes first in stability; the runner-up is 0.0344 hartree higher.